Entry 1:
Entry from OMol25: 11 unconnected molecules or ions with the total composition C51H60ClF9IN12O2P (ωB97M-V/def2-TZVPD).

For the HOMO energy, the calculation gives -0.298 Eh. The SMILES is [H]/N=C(/C)C[C@]1(I)[C@@H](Cl)C(=O)O[C@@]1([PH2]=N)C(F)(F)C(F)(F)C(F)(F)C(F)(F)F.c1cc[nH]c1.c1cc[nH]c1.c1cc[nH]c1.c1cc[nH]c1.c1cc[nH]c1.c1cc[nH]c1.c1cc[nH]c1.c1cc[nH]c1.c1cc[nH]c1.c1cc[nH]c1. The gap between HOMO and LUMO comes out at 0.2467 Eh. The calculation puts the energy above the lowest of the compared OMol25 structures with the same formula, charge and spin at 0.0 kJ/mol.

Atoms and positions in Å:
C  -7.3525  -0.7670  1.0973
C  -6.3032  0.4136  1.4688
N  -6.8325  1.4056  2.1792
C  -4.7870  0.3801  0.9603
C  -3.7007  -0.0419  2.0652
I  -4.5277  -1.7923  3.0640
C  -3.6643  1.0331  3.2899
Cl  -2.8419  0.4069  4.8409
C  -2.5866  2.0503  2.6965
O  -2.5375  3.2830  2.7563
O  -1.6384  1.1249  2.0987
C  -2.1843  -0.0919  1.4591
P  -2.0865  0.4656  -0.3913
N  -2.5935  -0.7680  -1.3129
C  -1.3287  -1.4347  1.6460
F  -1.1541  -1.5861  3.0683
F  -1.9609  -2.5818  1.0696
C  0.1417  -1.4106  1.0185
F  0.1740  -1.7738  -0.3684
F  0.7659  -0.1196  1.0613
C  1.1979  -2.4060  1.7301
F  2.3542  -2.3889  0.8728
F  1.6780  -1.8967  2.9750
C  0.7429  -3.9350  1.8072
F  -0.1154  -4.2525  2.8687
F  0.1928  -4.4547  0.6304
F  1.9449  -4.6925  2.0410
H  -7.4116  -1.5722  1.8973
H  -8.3656  -0.2826  0.8517
H  -6.9533  -1.2368  0.1186
H  -6.1010  2.1208  2.3308
H  -4.7650  -0.3419  0.0594
H  -4.5341  1.4650  0.6449
H  -4.6544  1.4039  3.7013
H  -0.7185  0.7109  -0.7998
H  -2.8220  1.6661  -0.6425
H  -3.3894  -0.4591  -1.8906
N  0.2976  3.3916  1.0473
C  1.5715  3.8329  1.2851
C  1.8768  4.7781  0.3365
C  0.7426  4.9163  -0.5016
C  -0.2174  4.0505  -0.0370
H  -0.1857  2.6915  1.5868
H  2.1498  3.4363  2.1056
H  2.8125  5.3118  0.2555
H  0.6392  5.5767  -1.3509
H  -1.2192  3.8463  -0.3849
N  1.8276  8.1919  0.0184
C  2.8949  8.3195  -0.8295
C  3.5909  9.4475  -0.4688
C  2.9219  10.0185  0.6416
C  1.8393  9.2206  0.9215
H  1.1410  7.4547  -0.0164
H  3.0659  7.5992  -1.6154
H  4.4833  9.8195  -0.9502
H  3.2015  10.9137  1.1773
H  1.0778  9.2967  1.6827
N  -0.2053  2.0171  -4.0249
C  -0.3536  3.2023  -4.6945
C  0.8334  3.8884  -4.6110
C  1.7335  3.0848  -3.8678
C  1.0665  1.9352  -3.5221
H  -0.9197  1.3141  -3.9193
H  -1.2891  3.4551  -5.1701
H  1.0322  4.8601  -5.0385
H  2.7564  3.3209  -3.6147
H  1.3855  1.0688  -2.9623
N  -0.9688  1.8770  -8.7619
C  -1.1733  1.4291  -7.4843
C  -1.8283  0.2241  -7.5575
C  -2.0210  -0.0690  -8.9301
C  -1.4780  0.9671  -9.6504
H  -0.5138  2.7405  -9.0098
H  -0.8372  2.0051  -6.6356
H  -2.1338  -0.3805  -6.7160
H  -2.5032  -0.9422  -9.3451
H  -1.4111  1.1355  -10.7146
N  -2.3069  4.6002  5.4118
C  -2.2926  3.3785  6.0306
C  -1.6841  3.5315  7.2536
C  -1.3238  4.8956  7.3789
C  -1.7231  5.5312  6.2287
H  -2.6880  4.7848  4.4986
H  -2.7142  2.5045  5.5495
H  -1.5181  2.7483  7.9781
H  -0.8278  5.3610  8.2179
H  -1.6410  6.5628  5.9214
N  0.1147  1.6723  10.4008
C  0.8740  2.2115  9.3966
C  1.6633  3.1934  9.9427
C  1.3739  3.2450  11.3292
C  0.4170  2.2934  11.5834
H  -0.5601  0.9338  10.2876
H  0.7859  1.8517  8.3828
H  2.3714  3.8059  9.4045
H  1.8172  3.9050  12.0601
H  -0.0743  2.0062  12.5006
N  4.4903  -4.0079  -0.0672
C  4.8590  -4.6401  -1.2248
C  6.2197  -4.5128  -1.3623
C  6.6902  -3.7818  -0.2435
C  5.6013  -3.4863  0.5397
H  3.5507  -3.9385  0.2829
H  4.1232  -5.1233  -1.8497
H  6.8109  -4.9036  -2.1772
H  7.7124  -3.5032  -0.0340
H  5.5213  -2.9503  1.4734
N  -0.9050  -3.4230  -9.7203
C  -1.1110  -3.8674  -8.4425
C  -1.7659  -5.0740  -8.5134
C  -1.9565  -5.3705  -9.8857
C  -1.4127  -4.3352  -10.6068
H  -0.4499  -2.5591  -9.9695
H  -0.7764  -3.2880  -7.5949
H  -2.0726  -5.6765  -7.6706
H  -2.4375  -6.2441  -10.3001
H  -1.3446  -4.1690  -11.6711
N  2.6853  -6.3785  4.2183
C  2.6030  -6.2308  5.5770
C  3.1580  -7.3444  6.1590
C  3.5966  -8.1928  5.1126
C  3.2943  -7.5695  3.9265
H  2.3504  -5.7134  3.5382
H  2.1565  -5.3491  6.0114
H  3.2403  -7.5273  7.2203
H  4.0806  -9.1528  5.2155
H  3.4585  -7.8705  2.9028
N  0.6691  -5.7791  -6.2635
C  0.6890  -6.9914  -5.6280
C  1.2900  -6.8197  -4.4044
C  1.6403  -5.4515  -4.2954
C  1.2423  -4.8338  -5.4562
H  0.2896  -5.6081  -7.1837
H  0.2765  -7.8699  -6.1004
H  1.4574  -7.5930  -3.6692
H  2.1289  -4.9712  -3.4603
H  1.3187  -3.8056  -5.7767



Entry 2:
Entry from OMol25: 8 unconnected molecules or ions with the total composition C36H93N5O13 (ωB97M-V/def2-TZVPD).

For the HOMO energy (spin up / spin down), the calculation gives -0.369 / -0.369 Eh. The gap between HOMO and LUMO (spin up / spin down) comes out at 0.2863 / 0.0927 Eh. Its spin multiplicity is 2. Its charge is +1. The calculation puts the energy above the lowest of the compared OMol25 structures with the same formula, charge and spin at 0.0 kJ/mol.

Atoms and positions in Å:
C  -4.1118  -6.6557  -34.1333
C  -5.2531  -5.8130  -34.7385
O  -4.9992  -4.4435  -34.3854
H  -4.1673  -6.6732  -33.0448
H  -3.1493  -6.2998  -34.5006
H  -4.2336  -7.6645  -34.5278
H  -6.2711  -6.0179  -34.4072
H  -5.2996  -5.8371  -35.8272
H  -5.7870  -3.9092  -34.5096
C  -3.4399  -4.0792  -31.2154
C  -2.9557  -3.0777  -30.1758
O  -4.1125  -2.6753  -29.4917
H  -4.2374  -4.6739  -30.7701
H  -2.7209  -4.7387  -31.7015
H  -3.8824  -3.6615  -32.1197
H  -2.5540  -2.2483  -30.7579
H  -2.1944  -3.3702  -29.4526
H  -3.8733  -1.9236  -28.9446
C  -0.9801  -7.2602  -32.0287
C  -0.0518  -8.0912  -31.1438
O  -0.6542  -9.2389  -30.5640
H  -0.4994  -6.3127  -32.2720
H  -1.9462  -7.0934  -31.5522
H  -1.1941  -7.8624  -32.9117
H  0.2280  -7.3895  -30.3580
H  0.9001  -8.3354  -31.6153
H  -0.1414  -9.6598  -29.8701
C  0.0987  0.7882  -22.0791
O  0.6198  -0.4209  -22.5910
C  -0.3127  -1.2581  -23.2335
C  0.3164  -2.6629  -23.5624
N  -0.6453  -3.5759  -24.1601
C  -1.0557  -3.1516  -25.5348
C  -1.7194  -4.3244  -26.2306
O  -0.8124  -5.3972  -26.4727
C  -1.2350  -6.4030  -27.4221
H  -0.6719  0.6128  -21.3284
H  -0.3040  1.3991  -22.8870
H  0.8712  1.3019  -21.5069
H  -0.6248  -0.7429  -24.1420
H  -1.1581  -1.4828  -22.5831
H  0.4435  -3.0284  -22.5434
H  1.3099  -2.5786  -24.0027
H  -0.2682  -4.5069  -24.2658
H  -0.1280  -2.8835  -26.0404
H  -1.7742  -2.3331  -25.5810
H  -2.2378  -4.0244  -27.1412
H  -2.5299  -4.6728  -25.5904
H  -2.1280  -6.9487  -27.1172
H  -0.4408  -7.1484  -27.4614
H  -1.2776  -5.9290  -28.4027
C  -3.9718  -0.0053  -24.1614
O  -4.0517  -1.3120  -24.8140
C  -4.7480  -1.3251  -26.0898
C  -4.1505  -0.4885  -27.2572
N  -2.7287  -0.7325  -27.5447
C  -2.1028  -0.1149  -28.7185
C  -0.5712  -0.4139  -28.5709
O  -0.1946  0.2087  -27.3135
C  1.2116  0.1392  -27.1055
H  -3.1256  0.4863  -24.6415
H  -3.7227  -0.1161  -23.1061
H  -4.8358  0.6423  -24.3102
H  -5.8039  -1.1221  -25.9110
H  -4.7214  -2.3680  -26.4057
H  -4.2381  0.5744  -27.0319
H  -4.7045  -0.5589  -28.1933
H  -2.1387  -0.4830  -26.7638
H  -2.2583  0.9580  -28.6050
H  -2.4809  -0.5185  -29.6578
H  0.0682  -0.1122  -29.4005
H  -0.3968  -1.4896  -28.5503
H  1.3929  0.5530  -26.1136
H  1.7458  0.6859  -27.8826
H  1.6187  -0.8712  -27.1451
C  -7.2499  -3.2966  -29.9327
O  -8.2892  -3.6708  -30.6815
C  -7.8600  -4.0151  -31.9615
C  -7.6985  -2.7312  -32.9194
N  -7.4808  -3.0965  -34.2977
C  -7.0660  -1.9355  -35.0850
C  -7.1016  -2.2480  -36.6132
O  -8.4324  -2.3451  -37.1085
C  -9.0871  -1.0900  -37.2485
H  -6.6262  -4.1121  -29.5667
H  -7.6135  -2.7031  -29.0939
H  -6.5736  -2.5881  -30.4108
H  -8.5990  -4.6695  -32.4236
H  -6.9888  -4.6700  -31.9764
H  -6.9163  -2.0687  -32.5490
H  -8.5873  -2.1003  -32.9084
H  -8.3697  -3.3568  -34.7003
H  -6.0464  -1.6316  -34.8477
H  -7.7392  -1.0995  -34.8954
H  -6.4627  -3.0970  -36.8564
H  -6.5542  -1.4896  -37.1730
H  -8.5619  -0.4519  -37.9593
H  -9.1928  -0.5999  -36.2806
H  -10.0348  -1.2767  -37.7534
C  1.0044  -4.4433  -30.5136
O  0.0716  -3.5445  -31.1725
C  0.6172  -2.9554  -32.3818
C  -0.4208  -1.9124  -32.8919
N  -0.6487  -0.7276  -31.9988
C  -1.3506  0.3748  -32.7124
C  -2.7833  0.0114  -33.1448
O  -3.6739  -0.0786  -32.0736
C  -4.9808  -0.3324  -32.4486
H  0.5573  -4.7980  -29.5849
H  1.9784  -3.9704  -30.3883
H  1.2406  -5.3679  -31.0404
H  0.7821  -3.7114  -33.1495
H  1.5788  -2.4870  -32.1718
H  -1.2985  -2.4649  -33.2272
H  -0.1549  -1.4951  -33.8632
H  -1.3596  -0.8715  -31.2960
H  -0.8114  0.5607  -33.6413
H  -1.2026  1.3446  -32.2376
H  -2.8346  -0.7831  -33.8893
H  -3.2257  0.8568  -33.6719
H  -5.0335  -1.2198  -33.0793
H  -5.4001  0.4655  -33.0615
H  -5.6432  -0.2528  -31.5867
C  -5.2043  -5.3664  -27.4184
O  -5.7623  -6.3633  -28.3554
C  -4.8248  -7.3394  -28.8082
C  -5.5821  -8.1944  -29.8613
N  -6.8180  -8.6977  -29.2569
C  -6.6315  -9.9559  -28.5051
C  -7.9118  -10.4648  -27.8715
O  -7.4839  -11.5244  -26.9339
C  -8.5878  -12.2261  -26.3521
H  -4.6624  -5.8639  -26.6141
H  -5.9368  -4.7310  -26.9206
H  -4.5595  -4.7479  -28.0427
H  -4.4021  -7.8752  -27.9583
H  -4.0787  -6.8190  -29.4086
H  -4.9378  -8.8576  -30.4386
H  -5.9347  -7.5330  -30.6527
H  -6.9375  -7.9586  -28.5791
H  -5.8937  -9.6754  -27.7534
H  -6.2298  -10.8088  -29.0520
H  -8.6427  -10.8082  -28.6037
H  -8.3347  -9.6527  -27.2801
H  -9.0874  -12.8301  -27.1095
H  -9.2400  -11.5171  -25.8421
H  -8.2099  -12.8790  -25.5654



Q: Which value of energy above the lowest of the compared OMol25 structures with the same formula, charge and spin does entry 2 give?
A: 0.0 kJ/mol